The following is a DFT calculation (ωB97M-V/def2-TZVPD) of a molecular structure, C23H41AsCl2O6S3SiZn in a non-equilibrium geometry.

Each line ends with the Löwdin charge.
Positions of all 78 atoms, in Å:
As -0.1611 -3.6491 1.1835  1.053
Zn -1.3470 -0.6702 0.5127  0.319
Cl -4.7663 1.7795 0.4897  0.517
Cl -3.3920 4.0473 1.4925  0.524
S -2.3992 -1.4132 3.4537  0.548
S -3.3474 -2.1029 0.3712  0.531
S -0.5882 0.0272 -1.8172  0.296
Si 1.3471 0.8429 -1.2789  -0.127
O 1.3472 0.9691 0.3556  -0.172
O 2.5607 -0.1525 -1.7546  -0.176
O -2.2114 1.2931 3.3177  -0.064
O 1.5379 2.2923 -1.9968  -0.171
O -0.1061 -1.9941 1.3444  -0.606
O -1.8776 1.1370 1.0797  -0.189
C 1.6625 1.6353 2.6075  -0.025
C -3.9856 -1.2076 2.9065  -0.800
C -4.4304 -1.7981 1.6437  -0.741
C -5.8632 -2.0164 1.5018  -0.155
C 0.2124 3.9960 -0.9760  -0.032
C -1.7669 -4.5862 1.9482  -0.227
C 2.2351 -2.2050 -3.0370  -0.049
C -6.3198 -0.6764 3.4942  -0.150
C 1.8821 4.5042 -2.8122  -0.023
C -0.2287 3.2662 -3.3089  -0.058
C -6.7474 -1.4282 2.3971  -0.191
C 0.8169 3.5327 -2.2274  -0.636
C 4.4944 -0.9970 -2.8922  -0.033
C 3.2333 0.0901 1.5820  -0.050
C -3.7428 2.3642 1.8987  -0.951
C 3.2950 2.4795 0.7899  -0.013
C -2.5320 1.4290 2.1489  -0.785
C 2.3974 1.3284 1.3487  -0.612
C 2.9289 -0.8360 -2.9966  -0.609
C -4.9305 -0.5494 3.6949  -0.183
C 1.4866 -4.3429 1.9555  -0.205
C 2.6134 0.0804 -4.1536  -0.052
C -0.2730 -4.0400 -0.7925  -0.186
H 3.6076 2.1780 -0.1978  0.063
H 1.1009 0.7354 2.9030  0.109
H -0.4781 3.3642 -0.4602  0.084
H 2.6204 -2.8688 -3.8028  0.069
H 4.7971 0.0020 -2.5205  0.084
H 1.4577 -4.0797 3.0118  0.040
H 1.4950 5.4861 -3.1291  0.085
H 0.4244 -3.2796 -1.1842  -0.002
H 2.3159 1.8923 3.4239  0.078
H 0.9951 2.4388 2.3696  0.088
H 2.9475 -0.3350 -5.1383  0.099
H -4.3213 2.4013 2.8066  0.045
H 2.2595 -3.8222 1.4124  0.021
H 4.9042 -1.1496 -3.8908  0.066
H 3.8667 -0.1118 0.6746  0.090
H 1.6432 -5.3797 1.7867  0.010
H 1.0274 4.2411 -0.3195  0.067
H -7.0150 -0.2480 4.2565  0.082
H 3.8682 0.2990 2.4382  0.073
H -2.3482 -5.0479 1.1903  0.003
H -7.7976 -1.5208 2.1671  0.062
H -2.3688 -3.8057 2.3771  -0.065
H 2.5483 3.2511 0.6283  0.057
H -0.9318 4.1009 -3.5799  0.096
H -0.8827 2.3991 -3.0176  0.040
H 2.5972 -0.7838 1.8169  0.086
H -6.2980 -2.5178 0.6482  0.069
H -1.2914 -4.0074 -1.1868  0.029
H 2.6784 4.6252 -2.0567  0.083
H -0.3844 4.8849 -1.2339  0.099
H 3.0902 1.0281 -4.0175  0.071
H 0.1580 -4.9623 -1.0635  -0.008
H 2.2465 3.9209 -3.6217  0.057
H -1.2035 -5.2455 2.6492  0.023
H 1.5727 0.3248 -4.1278  0.058
H 4.0952 2.7320 1.5319  0.098
H 0.2349 2.9095 -4.1893  0.054
H 4.7533 -1.7643 -2.1404  0.079
H -4.6187 0.0667 4.5506  0.090
H 2.4489 -2.7196 -2.0537  0.091
H 1.1505 -2.0612 -3.1853  0.059

The orbital gap comes out at 3.869 eV. As for the HOMO energy: 0.2 eV. As for the total charge: -2.

The following is a DFT calculation (ωB97M-V/def2-TZVPD) of 6 unconnected molecules or ions with the total composition C23H41BN6O9S in a non-equilibrium geometry.

Each line ends with the Löwdin charge.
Positions of all 81 atoms, in Å:
S 5.1201 -6.9095 0.3351  0.793
O 6.5548 -6.3104 -0.2521  -0.209
O 4.2188 -6.4888 -1.0026  -0.156
O 1.8343 -4.8632 -2.0459  0.101
O 4.8860 -6.0650 1.5490  -0.252
O 7.2484 -1.9541 -0.7712  0.076
O 8.0423 -3.4965 -1.8956  -0.123
O 5.3183 -8.3586 0.5529  -0.247
O 2.6965 -3.6922 0.0052  0.116
O 4.2102 -4.1988 -1.8666  0.094
N -6.6005 5.9122 2.0627  0.153
N -1.6174 2.6524 0.2680  0.163
N 8.0257 -2.8539 -0.6767  -0.022
N 1.5163 -6.9863 -3.7178  0.173
N -1.6981 8.4238 1.7554  0.135
N 0.4024 -2.2353 -0.5089  0.185
C 0.7112 -0.2942 1.2779  -0.159
C -0.1101 -8.2822 -2.0651  -0.164
C 4.9043 -5.4479 -1.7593  -0.245
C -7.6888 8.0469 0.9196  -0.180
C -0.0046 -0.6635 2.5793  -0.258
C 0.8042 -7.5534 -2.9948  -0.188
C -7.0764 6.8458 1.5629  -0.203
C -2.3941 7.8521 2.4890  -0.228
C 0.0540 -10.4154 -3.4470  -0.112
C -3.1399 4.9922 2.0422  -0.123
C 6.2542 -5.0638 -0.9619  -0.184
C -6.8253 8.5065 -0.2581  -0.267
C 1.2642 4.4324 -0.5687  -0.265
C -5.4110 8.8972 0.1595  -0.109
C 0.4535 5.7026 -0.3309  -0.105
C 7.5793 -4.8590 -1.8040  -0.086
C -1.5052 -0.8628 2.3940  -0.107
C 0.5369 -1.3846 0.2731  -0.151
C 0.2187 -9.7773 -2.0717  -0.266
C -2.9541 5.6235 3.4165  -0.260
C -3.2895 7.1165 3.4331  -0.184
C 0.4539 3.3269 -1.2513  -0.177
C -0.7118 2.9463 -0.3973  -0.203
B 2.8886 -4.2633 -1.2876  -0.672
H 1.0787 2.4454 -1.4118  0.113
H -0.9676 -10.2918 -3.8169  0.077
H -0.4366 -10.2882 -1.3614  0.109
H -4.8420 9.2448 -0.7048  0.077
H -1.7204 -1.6919 1.7159  0.071
H -4.3292 7.2789 3.1379  0.091
H 0.0875 3.6637 -2.2238  0.120
H 0.2701 -11.4845 -3.3977  0.073
H 1.2460 -9.9314 -1.7295  0.112
H 1.0772 6.4708 0.1297  0.077
H 1.6478 4.0713 0.3901  0.110
H 2.0613 -5.8118 -2.1575  0.033
H -4.8680 8.0499 0.5849  0.055
H -8.6927 7.7912 0.5742  0.115
H 0.3079 0.6356 0.8686  0.088
H 5.9176 -4.2574 -0.2447  0.164
H 0.1614 0.1292 3.3133  0.110
H -2.4692 5.4344 1.3014  0.047
H -6.7675 7.7111 -1.0066  0.113
H -3.1550 7.5224 4.4382  0.113
H -1.9739 0.0402 1.9933  0.068
H 5.0415 -5.7662 -2.8412  0.190
H 1.7779 -0.1490 1.4630  0.122
H -0.3884 5.5232 0.3416  0.049
H -1.9200 5.4721 3.7407  0.109
H 1.8321 -3.2123 -0.0314  0.020
H 0.0633 6.1007 -1.2715  0.082
H 2.1301 4.6737 -1.1908  0.109
H 8.3858 -5.5219 -1.3560  0.145
H -5.4286 9.7014 0.9003  0.080
H -7.3051 9.3641 -0.7370  0.108
H -1.1432 -8.1141 -2.3779  0.122
H -7.7790 8.8421 1.6634  0.118
H 0.0094 -7.8743 -1.0591  0.120
H 0.7391 -9.9793 -4.1775  0.071
H -1.9779 -1.0953 3.3505  0.073
H -2.9191 3.9249 2.0812  0.046
H 0.4274 -1.5797 2.9921  0.113
H 7.4142 -5.2609 -2.8521  0.150
H -4.1679 5.1147 1.6924  0.047
H -3.5948 5.1067 4.1358  0.109

The orbital gap comes out at 10.040 eV. As for the HOMO energy: -10.4 eV. As for the SMILES: O=NOC[C@@H]1OS(=O)(=O)O[C@H]1OB(O)O.CCCC#N.CCCC#N.CCCC#N.CCCC#N.CCCC#N.

The following is a DFT calculation (ωB97M-V/def2-TZVPD) of a molecular structure, C23H41FP2Tb in a non-equilibrium geometry.

Each line ends with the Löwdin charge.
Positions of all 68 atoms, in Å:
Tb 0.3161 0.2527 2.6230  1.744
P 2.0360 -0.4437 -4.8437  0.756
P -0.2500 1.3411 -4.0622  0.774
F 1.8184 1.4713 3.2217  -0.469
C -1.6266 1.0349 -5.2556  -0.312
C -3.0153 -0.2951 4.2157  -0.042
C 0.5670 -1.3670 4.5540  -0.332
C 3.7120 0.0325 -5.4541  -0.336
C 1.2353 -0.1887 0.3663  -0.207
C -1.1119 -0.3900 -0.5707  -0.162
C 0.9291 -3.2701 2.8332  -0.031
C -2.1511 -2.6853 2.3369  -0.030
C -0.6822 2.0959 1.2839  -0.198
C -1.2611 -1.9408 3.2573  -0.279
C -0.4326 0.6865 5.7964  -0.035
C 1.9688 -1.2319 5.0263  -0.039
C -0.5253 -0.4999 4.9096  -0.329
C -2.2107 0.3422 0.2359  -0.149
C -1.7484 1.2468 1.3443  -0.169
C -0.3269 3.1869 -4.0744  -0.328
C 0.1157 -2.2363 3.5175  -0.309
C 1.1716 1.1554 -5.2471  -0.608
C 0.2634 2.2515 0.1096  -0.157
C 1.5230 -1.4141 -6.3297  -0.327
C 0.0758 -0.8855 0.2068  -0.146
C -1.6509 -0.8664 4.1142  -0.299
C 1.4459 1.2518 -0.0523  -0.170
H 1.6971 -0.8507 -7.2554  0.042
H 2.6715 -1.7079 4.3330  0.079
H 0.4487 1.3075 5.5639  0.079
H 0.8144 1.1586 -6.2920  0.053
H 2.1493 -0.7025 0.7163  0.138
H -0.3274 3.5749 -5.1021  0.046
H 0.5422 3.5787 -3.5310  0.028
H 0.9060 -4.2141 3.3921  0.104
H 0.0575 -1.9655 0.4049  0.102
H -0.3443 0.3812 6.8469  0.103
H -1.5984 -1.2658 -1.0277  0.133
H -2.4981 1.3962 2.1303  0.115
H 2.1174 -2.3366 -6.3428  0.036
H 0.7322 3.2440 0.2280  0.133
H -0.5523 2.8562 2.0724  0.132
H -2.8095 0.9118 -0.4979  0.141
H 1.9781 -2.9667 2.7547  0.079
H -3.6036 -0.8192 4.9827  0.105
H -1.5311 1.6749 -6.1431  0.045
H -1.6432 -2.9685 1.4055  0.072
H -0.7840 0.2513 -1.4036  0.053
H 3.6738 0.4210 -6.4799  0.044
H -2.9881 0.7622 4.4981  0.076
H 4.3539 -0.8562 -5.4158  0.034
H 2.2662 -0.1782 5.1352  0.076
H 0.5597 -3.4806 1.8249  0.069
H 2.3048 1.6396 0.5239  0.118
H -2.8989 -0.4020 0.6730  0.103
H -1.2422 3.5023 -3.5571  0.032
H 2.1043 -1.7127 6.0051  0.103
H 1.8827 1.9828 -5.0884  0.045
H -3.5678 -0.3815 3.2746  0.070
H -0.3052 2.2904 -0.8315  0.106
H -1.6317 -0.0210 -5.5527  0.030
H -1.3238 1.3149 5.7094  0.078
H -2.5107 -3.6179 2.7989  0.105
H -2.5682 1.2619 -4.7393  0.033
H 0.4629 -1.6794 -6.2415  0.025
H 1.7370 1.2912 -1.1144  0.127
H -3.0383 -2.1042 2.0613  0.068
H 4.1222 0.7952 -4.7816  0.029

The spin multiplicity is 7. The orbital gap (alpha / beta) comes out at 7.198 / 7.318 eV. As for the HOMO energy (alpha / beta): -10.8 / -10.8 eV. As for the total charge: +1. Its expectation value of S² is 12.71.